Entry 1:
Here is the molecule C21H28BrN3O3 from OMol25. Energies are from wB97M-V/def2-TZVPD.

Summary:
SMILES string: COc1cc(CNCCN(C)C)c(Br)cc1OCC(=O)NCc1ccccc1
F_max in hartree/bohr: 0.0120
Gap between HOMO and LUMO in eV: 8.4
DFT total energy in eV: -102886.1492

Positions of all 56 atoms, in Å:
C1 -0.32017 2.88321 1.25722
O1 -1.16122 1.75500 1.22790
C2 -0.72536 0.61369 0.62159
C3 0.59643 0.39921 0.25898
C4 1.04113 -0.77228 -0.34108
C5 2.50923 -0.92186 -0.66365
N1 3.42999 -0.76092 0.44230
C6 3.53715 -1.84758 1.39168
C7 2.45479 -1.92573 2.48335
N2 1.20526 -2.51890 2.03629
C8 1.29794 -3.96154 1.93465
C9 0.10634 -2.14847 2.90456
C10 0.08690 -1.73826 -0.60765
Br1 0.53224 -3.34718 -1.50876
C11 -1.23956 -1.55736 -0.26790
C12 -1.66897 -0.39689 0.36119
O2 -3.00660 -0.37553 0.65980
C13 -3.66215 0.83611 0.97691
C14 -3.51390 1.91577 -0.10006
O3 -3.60089 3.09862 0.14324
N3 -3.32607 1.40563 -1.33397
C15 -2.90274 2.20889 -2.46255
C16 -1.41840 2.05195 -2.68131
C17 -0.90486 0.83800 -3.12290
C18 0.45772 0.66825 -3.28596
C19 1.32301 1.71342 -3.00837
C20 0.82079 2.92241 -2.55926
C21 -0.54388 3.08975 -2.39284
H1 -0.96083 3.70411 1.57513
H2 0.49662 2.75562 1.97572
H3 0.08716 3.10220 0.26647
H4 1.32405 1.17255 0.45220
H5 2.77553 -0.16002 -1.40673
H6 2.70278 -1.90110 -1.10481
H7 3.26039 0.11310 0.92819
H8 4.50185 -1.72112 1.89636
H9 3.57754 -2.77937 0.82624
H10 2.24183 -0.90604 2.81983
H11 2.86663 -2.47963 3.34698
H12 1.51037 -4.43643 2.90618
H13 2.08424 -4.23754 1.23607
H14 0.35440 -4.35205 1.55717
H15 0.00422 -1.06409 2.92050
H16 -0.81656 -2.57176 2.51069
H17 0.24300 -2.50664 3.93741
H18 -1.97323 -2.32049 -0.47807
H19 -3.32698 1.24871 1.93224
H20 -4.71920 0.56368 1.06223
H21 -3.23579 0.40523 -1.42964
H22 -3.45958 1.89223 -3.35014
H23 -3.15318 3.24476 -2.22533
H24 -1.57651 0.02214 -3.35115
H25 0.84414 -0.27755 -3.63540
H26 2.38674 1.58916 -3.14867
H27 1.49326 3.73971 -2.34079
H28 -0.93704 4.03321 -2.04225

=====

Entry 2:
Here is an isolated ion of composition C4H5N4O2 and charge -1 in a non-equilibrium geometry from OMol25. Energies are from wB97M-V/def2-TZVPD.

Summary:
SMILES string: O=N/N=C/C/C=N\N=C/[O-]
Charge: -1
F_max in hartree/bohr: 0.0856
Gap between HOMO and LUMO in eV: 7.1
DFT total energy in eV: -14279.9673

Positions of all 15 atoms, in Å:
O1 4.90302 0.08802 0.65072
N1 4.00195 0.47928 -0.09572
N2 2.80213 0.30025 0.13802
C1 1.56409 0.46255 -0.05498
C2 0.60720 -0.63729 -0.30777
C3 -0.26593 -0.96740 0.92641
N3 -1.42676 -0.56613 1.20879
N4 -2.25083 0.20706 0.50767
C4 -1.93084 1.45727 0.09340
O2 -0.91038 2.12463 0.42277
H1 1.21321 1.41402 0.12076
H2 1.13585 -1.63985 -0.44306
H3 -0.24631 -0.26332 -0.88574
H4 0.07611 -1.55650 1.64803
H5 -2.82478 1.75817 -0.54556

=====

Entry 3:
Here is a 2-piece molecular cluster, C2H6OSSi overall in a non-equilibrium geometry from OMol25. Energies are from wB97M-V/def2-TZVPD.

Summary:
SMILES string: C#C[SiH2]O.S
F_max in hartree/bohr: 0.0492
Gap between HOMO and LUMO in eV: 10.3
DFT total energy in eV: -22930.2143

Positions of all 11 atoms, in Å:
C1 -1.63987 -2.02218 0.39866
C2 -1.68379 -0.93144 -0.09098
Si1 -1.30798 0.81863 -0.50471
O1 -2.18686 1.86222 0.55243
H1 -1.65980 -2.99952 0.77782
H2 -1.59766 1.42925 -1.81691
H3 0.30431 0.90545 -0.31658
H4 -2.65372 1.60264 1.34943
S1 4.56041 -0.15185 0.37278
H5 3.39039 0.42528 0.05666
H6 4.47456 -0.93848 -0.77860

=====

Entry 4:
Here is C21H41AsMnN5O3SSi as an isolated structure from OMol25. Energies are from wB97M-V/def2-TZVPD.

Summary:
Spin multiplicity: 6
Charge: +1
F_max in hartree/bohr: 0.0138
Gap between HOMO and LUMO (spin up / spin down) in eV: 7.3 / 7.5
DFT total energy in eV: -146908.8839

Positions of all 74 atoms, in Å:
Mn1 1.43227 -1.73103 -0.03328
N1 -1.57747 -4.51184 1.24804
C1 -1.35623 -3.39584 0.55684
N2 -0.05533 -3.28265 0.34184
C2 0.46923 -4.37328 0.96709
N3 -0.42343 -5.15168 1.52586
C3 1.92236 -4.56010 1.03474
C4 2.52688 -5.75434 1.40323
N4 3.84659 -5.86966 1.44994
C5 4.56760 -4.80126 1.13885
C6 3.98056 -3.59796 0.76704
N5 2.65387 -3.48186 0.71405
H1 -2.45629 -4.88426 1.57487
H2 -2.12068 -2.70375 0.24547
H3 1.92752 -6.61805 1.65949
H4 5.64493 -4.89456 1.18097
H5 4.57183 -2.72282 0.52691
C7 3.83171 -1.86450 -3.20693
As1 2.80635 -0.75516 -1.98456
C8 2.15283 0.63651 -3.14985
C9 4.18245 0.19348 -0.97343
H6 4.71103 -1.32217 -3.55283
H7 3.20036 -2.10754 -4.06135
H8 4.14073 -2.79114 -2.72748
H9 3.01268 1.12133 -3.61253
H10 1.58679 1.35457 -2.55741
H11 1.50875 0.20596 -3.91434
H12 3.90504 1.24725 -0.95822
H13 5.15202 0.07270 -1.45424
H14 4.23128 -0.13943 0.06278
C10 -2.06291 2.29233 3.96431
C11 -2.34533 1.36285 2.79299
C12 -3.78780 1.49317 2.32630
C13 -2.03915 -0.08171 3.17018
O1 -1.49795 1.81023 1.72280
Si1 -0.68606 1.08756 0.51429
S1 0.94663 0.05080 1.29903
O2 -1.64444 0.01946 -0.28685
C14 -2.42216 0.10025 -1.49056
C15 -3.29336 -1.14927 -1.50467
C16 -3.28740 1.35216 -1.48534
C17 -1.47890 0.11077 -2.68464
O3 -0.21170 2.25179 -0.53976
C18 0.09891 3.64940 -0.30260
C19 -1.19076 4.43765 -0.13436
C20 0.83709 4.11237 -1.55182
C21 0.99377 3.77582 0.92222
H15 -2.68398 2.03580 4.82248
H16 -2.27263 3.32490 3.68633
H17 -1.01625 2.21705 4.26003
H18 -4.47449 1.20299 3.12199
H19 -3.96679 0.84372 1.46937
H20 -4.01023 2.52065 2.03943
H21 -2.68292 -0.38559 3.99615
H22 -1.00028 -0.19076 3.47854
H23 -2.22728 -0.74649 2.32475
H24 -3.89850 -1.19356 -0.59903
H25 -2.66990 -2.04435 -1.55413
H26 -3.95825 -1.15693 -2.36747
H27 -3.95440 1.36088 -0.62506
H28 -3.89848 1.38886 -2.38760
H29 -2.66722 2.24586 -1.45655
H30 -0.76583 -0.71784 -2.60633
H31 -0.92865 1.04871 -2.72877
H32 -2.03170 -0.00650 -3.61742
H33 -1.80448 4.36124 -1.03220
H34 -0.96027 5.49174 0.02408
H35 -1.76063 4.07638 0.71779
H36 0.25130 3.88354 -2.44261
H37 1.80812 3.62236 -1.63359
H38 1.00471 5.18842 -1.51825
H39 0.47656 3.45345 1.82496
H40 1.29682 4.81456 1.06021
H41 1.89093 3.16841 0.79986